Computed, not measured: a 11-piece molecular cluster, C4H32N2O10 overall in a non-equilibrium geometry, with ωB97M-V with the def2-TZVPD basis set.

Values from the calculation:
Net charge: 0
Structure (SMILES): CNCCCN.O.O.O.O.O.O.O.O.O.O
Relative energy (zero: lowest compared OMol25 entry of this formula, charge and spin): 50.5 kcal/mol
Frontier orbital gap: 9.3636 eV
DFT total energy: -1033.423393 hartree

Last column: Löwdin charge in e.
Cartesian coordinates (Å):
C  0.714  -0.725  2.342  -0.11
N  -0.003  -0.835  1.065  -0.14
C  -0.078  0.375  0.278  -0.25
C  0.000  0.040  -1.262  -0.18
C  -1.116  -1.053  -1.591  -0.24
N  -2.502  -0.546  -1.311  -0.01
H  1.111  -1.687  2.625  0.06
H  1.609  -0.012  2.164  0.11
H  0.323  -0.315  3.227  0.05
H  -0.946  -1.268  1.227  0.11
H  0.757  1.182  0.401  0.13
H  -1.017  0.953  0.454  0.09
H  0.998  -0.185  -1.583  0.06
H  -0.099  1.047  -1.777  0.11
H  -0.701  -1.990  -1.057  0.09
H  -1.068  -1.363  -2.662  0.11
H  -2.611  -0.358  -0.332  0.03
H  -2.767  0.224  -1.992  0.11
H  3.084  -1.216  -1.470  -0.01
H  4.546  -1.241  -2.059  0.02
O  3.865  -0.688  -1.753  -0.06
H  2.022  3.428  1.000  0.04
H  0.737  3.100  1.706  0.02
O  1.699  3.049  1.877  -0.10
H  -3.702  -1.850  1.743  0.03
H  -3.551  -1.217  3.039  -0.01
O  -3.135  -1.227  2.234  -0.03
H  1.374  -1.561  0.129  0.02
H  2.771  -1.862  0.205  0.09
O  2.076  -1.891  -0.468  -0.07
H  -0.539  3.677  -0.750  -0.02
H  -1.778  3.992  0.164  0.01
O  -1.227  3.379  -0.225  0.02
H  3.796  1.147  -2.301  0.07
H  2.898  1.289  -3.629  0.01
O  3.215  1.730  -2.893  -0.06
H  -3.284  -2.546  -0.588  -0.04
H  -2.675  -3.423  0.471  0.03
O  -3.463  -3.033  0.144  0.00
H  1.024  -3.416  -0.578  -0.06
H  0.287  -4.495  0.243  0.00
O  0.285  -3.908  -0.442  0.02
H  2.343  2.860  -1.755  -0.02
H  1.601  4.325  -2.109  0.08
O  1.807  3.599  -1.446  -0.09
H  -2.607  1.400  2.381  0.01
H  -3.288  1.282  3.709  -0.03
O  -2.784  1.833  3.205  0.00

=====

Computed, not measured: a 12-piece molecular cluster, C4H32N2O12S overall in a non-equilibrium geometry, with ωB97M-V with the def2-TZVPD basis set.

Values from the calculation:
Net charge: 0
Structure (SMILES): NC(=O)NCCCS.O.O.O.O.O.O.O.O.O.O.O
Relative energy (zero: lowest compared OMol25 entry of this formula, charge and spin): 40.0 kcal/mol
Frontier orbital gap: 9.6959 eV
DFT total energy: -1582.177340 hartree

Last column: Löwdin charge in e.
Cartesian coordinates (Å):
C  -1.038  0.904  -1.408  -0.19
N  -1.217  -0.544  -1.542  0.07
C  -0.884  -1.504  -0.582  -0.56
N  -0.357  -1.058  0.596  0.17
O  -0.895  -2.678  -0.912  0.04
C  -2.292  1.698  -1.600  -0.29
C  -3.203  1.922  -0.362  -0.49
S  -2.362  3.176  0.698  0.70
H  -0.402  1.191  -0.581  0.10
H  -0.461  1.129  -2.323  0.12
H  -1.988  -0.899  -2.088  0.15
H  0.140  -1.769  1.117  0.12
H  0.158  -0.198  0.643  0.06
H  -2.105  2.741  -1.886  0.09
H  -2.930  1.529  -2.477  0.12
H  -4.144  2.319  -0.729  0.07
H  -3.459  1.033  0.212  0.07
H  -2.770  4.376  0.237  -0.14
H  4.602  -2.000  -0.666  0.03
H  4.474  -2.067  -2.147  0.02
O  4.395  -2.625  -1.367  -0.06
H  -1.794  -1.530  1.926  -0.01
H  -2.339  -2.661  2.679  0.06
O  -2.477  -1.709  2.594  -0.06
H  2.445  -0.273  -3.874  0.03
H  3.124  1.077  -3.977  0.06
O  2.724  0.485  -3.337  -0.06
H  0.468  -1.427  -2.976  0.01
H  1.344  -2.786  -3.427  0.04
O  1.186  -1.843  -3.453  -0.04
H  1.284  3.372  0.774  0.07
H  2.710  2.887  0.413  0.06
O  1.938  2.692  0.959  -0.04
H  -2.171  1.154  4.178  0.00
H  -3.125  0.118  3.684  0.00
O  -3.112  1.029  4.005  -0.06
H  -0.510  -4.701  -2.039  0.04
H  -0.549  -3.401  -2.596  -0.02
O  -0.279  -4.284  -2.879  -0.08
H  -0.655  2.277  3.200  0.00
H  0.047  0.999  3.707  0.01
O  -0.050  1.943  3.864  -0.03
H  2.782  0.507  1.827  0.06
H  1.534  1.085  1.360  -0.02
O  1.876  0.228  1.665  -0.07
H  3.340  0.600  -1.636  0.00
H  2.802  1.078  -0.343  -0.02
O  3.623  1.103  -0.846  -0.07
H  0.369  -0.950  3.486  -0.02
H  -0.347  -1.991  4.244  0.03
O  0.555  -1.755  3.986  -0.04

=====

Computed, not measured: a 12-piece molecular cluster, C4H32N2O12S overall in a non-equilibrium geometry, with ωB97M-V with the def2-TZVPD basis set.

Values from the calculation:
Net charge: 0
Structure (SMILES): [NH3+]/C=C(\[O-])NCCS.O.O.O.O.O.O.O.O.O.O.O
Relative energy (zero: lowest compared OMol25 entry of this formula, charge and spin): 90.7 kcal/mol
Frontier orbital gap: 7.4657 eV
DFT total energy: -1582.096649 hartree

Last column: Löwdin charge in e.
Cartesian coordinates (Å):
O  0.070  0.961  -1.305  -0.14
C  0.428  -0.129  -0.774  -0.50
N  0.035  -1.193  -1.578  0.06
C  -0.419  -2.508  -1.180  -0.30
C  0.459  -3.560  -1.739  -0.58
S  1.129  -4.712  -0.558  0.71
C  1.073  -0.241  0.471  -0.11
N  1.074  0.913  1.266  0.14
H  -0.501  -0.794  -2.316  0.10
H  -0.706  -2.538  -0.144  0.09
H  -1.310  -2.693  -1.632  0.06
H  1.316  -3.047  -2.293  0.11
H  -0.179  -4.172  -2.429  0.08
H  2.395  -4.717  -0.884  -0.18
H  1.724  -1.126  0.571  0.11
H  0.691  1.716  0.697  0.10
H  0.433  0.780  1.989  0.09
H  1.916  1.260  1.726  0.14
H  1.666  -1.894  2.426  0.03
H  0.987  -1.459  3.608  0.01
O  1.890  -1.284  3.183  -0.13
H  -3.439  -0.970  -0.899  0.03
H  -3.066  -0.592  -2.332  -0.06
O  -3.310  -1.307  -1.823  -0.04
H  -1.831  0.730  -3.983  0.08
H  -1.134  1.055  -2.593  -0.03
O  -1.888  0.695  -3.009  -0.05
H  -2.218  2.590  3.267  -0.04
H  -1.015  2.468  2.518  0.03
O  -1.580  2.000  3.171  0.01
H  -1.300  -1.370  3.325  0.02
H  -1.040  -0.720  4.708  0.09
O  -0.673  -1.469  4.128  -0.13
H  1.316  2.354  -2.087  -0.04
H  0.624  3.284  -3.094  0.03
O  1.456  2.927  -2.805  -0.03
H  4.787  0.592  -2.232  0.06
H  3.471  1.204  -2.276  -0.01
O  4.282  1.322  -1.826  -0.04
H  -0.183  3.820  0.029  0.05
H  -0.846  2.465  -0.364  0.02
O  -0.547  3.015  0.339  -0.02
H  -1.775  -2.236  1.642  0.01
H  -2.930  -1.151  1.743  0.05
O  -2.435  -1.876  2.202  -0.04
H  3.528  3.164  0.201  0.04
H  2.361  3.862  0.484  0.04
O  2.764  3.034  0.751  -0.02
H  -1.972  0.167  0.200  0.04
H  -2.703  1.121  0.977  0.07
O  -2.875  0.257  0.530  -0.05

=====

Computed, not measured: a 14-piece molecular cluster, C4H32NO16 overall in a non-equilibrium geometry, with ωB97M-V with the def2-TZVPD basis set.

Values from the calculation:
Net charge: -1
Relative energy (zero: lowest compared OMol25 entry of this formula, charge and spin): 38.6 kcal/mol
Frontier orbital gap: 9.4509 eV
DFT total energy: -1430.384457 hartree

Last column: Löwdin charge in e.
Cartesian coordinates (Å):
C  -2.082  0.609  -1.428  -0.31
N  -1.411  1.259  -0.494  0.12
C  -0.992  -0.209  1.424  0.01
C  -0.383  0.542  0.252  -0.25
C  0.707  1.578  0.687  -0.59
O  0.329  2.697  1.130  -0.03
O  1.880  1.186  0.530  -0.01
O  -1.765  -0.529  -1.802  -0.07
H  -2.872  1.200  -1.903  0.15
H  -1.761  2.117  -0.079  0.12
H  -1.373  0.407  2.241  0.07
H  -0.236  -0.910  1.779  0.08
H  -1.881  -0.772  1.128  0.08
H  0.159  -0.130  -0.400  0.13
H  1.809  -0.521  1.160  0.01
H  3.042  -1.528  1.113  0.07
O  2.084  -1.458  1.087  -0.07
H  -1.311  -3.757  0.176  -0.05
H  -2.394  -4.396  1.017  0.04
O  -1.524  -4.586  0.646  -0.09
H  0.327  -4.418  1.298  0.00
H  0.919  -2.988  1.302  -0.03
O  1.147  -3.916  1.453  -0.09
H  -2.063  1.432  4.333  0.01
H  -2.699  2.329  3.274  -0.02
O  -2.908  1.838  4.094  -0.10
H  -4.551  -2.733  -0.487  0.04
H  -3.931  -1.553  0.027  0.01
O  -4.552  -2.227  0.338  -0.06
H  3.054  0.373  -2.667  0.03
H  2.417  -0.991  -2.526  0.01
O  2.657  -0.335  -3.212  -0.08
H  1.833  -2.392  -0.835  0.01
H  2.768  -3.406  -1.614  0.05
O  2.662  -2.499  -1.327  -0.06
H  -1.090  -1.879  -1.096  0.02
H  -0.824  -3.373  -1.421  0.08
O  -0.685  -2.711  -0.736  -0.05
H  -1.966  4.119  1.714  0.05
H  -1.097  2.873  1.651  0.00
O  -2.062  3.166  1.812  -0.11
H  0.931  2.765  -2.678  0.04
H  1.538  1.883  -3.795  0.01
O  1.582  2.751  -3.382  -0.06
H  3.315  2.025  -0.689  0.01
H  3.215  2.620  -2.155  0.01
O  3.770  2.105  -1.541  -0.08
H  1.018  1.213  3.636  0.03
H  1.155  2.573  3.105  0.02
O  0.798  2.124  3.889  -0.06
H  0.765  -0.157  -3.525  0.02
H  -0.753  -0.030  -3.372  0.02
O  0.045  0.506  -3.538  -0.08

=====

Repeat the fourth record exactly.
Computed, not measured: a 14-piece molecular cluster, C4H32NO16 overall in a non-equilibrium geometry, with ωB97M-V with the def2-TZVPD basis set.

Values from the calculation:
Net charge: -1
Relative energy (zero: lowest compared OMol25 entry of this formula, charge and spin): 38.6 kcal/mol
Frontier orbital gap: 9.4509 eV
DFT total energy: -1430.384457 hartree

Last column: Löwdin charge in e.
Cartesian coordinates (Å):
C  -2.082  0.609  -1.428  -0.31
N  -1.411  1.259  -0.494  0.12
C  -0.992  -0.209  1.424  0.01
C  -0.383  0.542  0.252  -0.25
C  0.707  1.578  0.687  -0.59
O  0.329  2.697  1.130  -0.03
O  1.880  1.186  0.530  -0.01
O  -1.765  -0.529  -1.802  -0.07
H  -2.872  1.200  -1.903  0.15
H  -1.761  2.117  -0.079  0.12
H  -1.373  0.407  2.241  0.07
H  -0.236  -0.910  1.779  0.08
H  -1.881  -0.772  1.128  0.08
H  0.159  -0.130  -0.400  0.13
H  1.809  -0.521  1.160  0.01
H  3.042  -1.528  1.113  0.07
O  2.084  -1.458  1.087  -0.07
H  -1.311  -3.757  0.176  -0.05
H  -2.394  -4.396  1.017  0.04
O  -1.524  -4.586  0.646  -0.09
H  0.327  -4.418  1.298  0.00
H  0.919  -2.988  1.302  -0.03
O  1.147  -3.916  1.453  -0.09
H  -2.063  1.432  4.333  0.01
H  -2.699  2.329  3.274  -0.02
O  -2.908  1.838  4.094  -0.10
H  -4.551  -2.733  -0.487  0.04
H  -3.931  -1.553  0.027  0.01
O  -4.552  -2.227  0.338  -0.06
H  3.054  0.373  -2.667  0.03
H  2.417  -0.991  -2.526  0.01
O  2.657  -0.335  -3.212  -0.08
H  1.833  -2.392  -0.835  0.01
H  2.768  -3.406  -1.614  0.05
O  2.662  -2.499  -1.327  -0.06
H  -1.090  -1.879  -1.096  0.02
H  -0.824  -3.373  -1.421  0.08
O  -0.685  -2.711  -0.736  -0.05
H  -1.966  4.119  1.714  0.05
H  -1.097  2.873  1.651  0.00
O  -2.062  3.166  1.812  -0.11
H  0.931  2.765  -2.678  0.04
H  1.538  1.883  -3.795  0.01
O  1.582  2.751  -3.382  -0.06
H  3.315  2.025  -0.689  0.01
H  3.215  2.620  -2.155  0.01
O  3.770  2.105  -1.541  -0.08
H  1.018  1.213  3.636  0.03
H  1.155  2.573  3.105  0.02
O  0.798  2.124  3.889  -0.06
H  0.765  -0.157  -3.525  0.02
H  -0.753  -0.030  -3.372  0.02
O  0.045  0.506  -3.538  -0.08

=====

Q: The highest relative energy (zero: lowest compared OMol25 entry of this formula, charge and spin) belongs to which entry?
A: number 3

=====

Q: The highest relative energy (zero: lowest compared OMol25 entry of this formula, charge and spin) belongs to which entry?
A: number 3